Computed, not measured: one molecule with the formula C8H14N2O2S, with ωB97M-V with the def2-TZVPD basis set.

Gap between HOMO and LUMO = 9.1 eV
Relative energy (zero: lowest compared OMol25 entry of this formula, charge and spin) = 22.8 kcal/mol
SMILES string = CN1CCC/C1=N\[C@@H](CS)C(=O)O

CARTESIAN COORDINATES (ANGSTROEM)
O: 2.49 0.52 0.94
N: -0.62 0.06 -0.86
O: 0.50 1.28 1.65
S: 2.64 1.94 -2.20
C: 1.31 0.79 0.70
C: -1.00 -1.10 -0.38
N: -2.27 -1.50 -0.64
C: -3.12 -0.71 -1.55
C: -0.26 -2.21 0.26
C: -2.52 -2.91 -0.31
C: -1.33 -3.29 0.54
C: 0.91 1.80 -1.60
C: 0.80 0.52 -0.75
H: 1.04 1.33 2.44
H: 3.31 2.24 -1.06
H: -4.06 -1.23 -1.78
H: -2.59 -0.53 -2.51
H: -3.36 0.25 -1.09
H: 0.22 -1.90 1.18
H: 0.49 -2.61 -0.42
H: -3.44 -3.04 0.27
H: -2.62 -3.57 -1.20
H: -0.96 -4.30 0.29
H: -1.60 -3.30 1.61
H: 0.63 2.74 -1.08
H: 0.26 1.72 -2.48
H: 1.43 -0.24 -1.20

---

Computed, not measured: an isolated ion of composition C3H6INO3P and charge -1, with ωB97M-V with the def2-TZVPD basis set.

Charge = -1
Gap between HOMO and LUMO = 7.7 eV
Relative energy (zero: lowest compared OMol25 entry of this formula, charge and spin) = 47.1 kcal/mol

CARTESIAN COORDINATES (ANGSTROEM)
C: 1.26 -0.63 -0.38
C: 0.06 -1.28 0.18
C: 1.29 0.94 0.03
N: -1.61 -0.43 -0.73
O: -1.17 0.85 1.50
O: -2.21 2.22 -0.48
O: 0.24 1.54 -0.63
P: -1.36 1.14 0.06
I: -3.31 -1.12 0.01
H: 2.11 -1.29 -0.01
H: 1.35 -0.77 -1.55
H: 0.15 -2.31 -0.07
H: 0.00 -1.10 1.24
H: 1.05 0.86 1.18
H: 2.18 1.38 -0.35

---

Computed, not measured: a 2-piece molecular cluster, C6H12O overall, with ωB97M-V with the def2-TZVPD basis set.

Gap between HOMO and LUMO = 11.1 eV
Relative energy (zero: lowest compared OMol25 entry of this formula, charge and spin) = 50.6 kcal/mol
SMILES string = OCC1CC1.C=C

CARTESIAN COORDINATES (ANGSTROEM)
C: 2.80 1.01 0.18
C: 2.59 -0.17 0.75
O: 0.56 -1.13 -1.36
C: -0.81 -0.84 -1.29
C: -1.31 -0.63 0.12
C: -2.58 0.14 0.33
C: -1.26 0.73 0.74
H: 3.56 1.16 -0.58
H: 1.05 -0.41 -0.95
H: 2.21 1.89 0.46
H: 1.82 -0.32 1.50
H: 3.17 -1.05 0.47
H: -1.07 0.06 -1.89
H: -1.32 -1.69 -1.75
H: -1.14 -1.48 0.78
H: -3.07 0.56 -0.56
H: -3.27 -0.19 1.10
H: -0.87 1.55 0.15
H: -1.05 0.81 1.81

---

Computed, not measured: C18H36N5O2P3Pb as an isolated structure, with ωB97M-V with the def2-TZVPD basis set.

Charge = +4
Gap between HOMO and LUMO (alpha / beta) = 4.1 / 3.3 eV

CARTESIAN COORDINATES (ANGSTROEM)
P: -2.09 -3.46 0.52
C: -1.73 -4.92 1.54
H: -2.36 -5.78 1.29
H: -1.78 -4.67 2.61
H: -0.67 -5.15 1.34
C: -3.23 -2.47 1.57
H: -3.60 -1.62 0.98
H: -2.68 -2.08 2.44
H: -4.08 -3.08 1.90
C: -3.30 -3.93 -0.77
H: -4.07 -4.62 -0.38
H: -2.72 -4.34 -1.61
H: -3.76 -3.00 -1.15
P: 1.96 -0.45 -3.62
C: 3.40 -1.45 -4.30
H: 3.75 -1.18 -5.32
H: 3.11 -2.51 -4.26
H: 4.23 -1.34 -3.58
C: 0.61 -0.71 -4.87
H: -0.15 0.05 -4.63
H: 0.18 -1.70 -4.67
H: 0.94 -0.60 -5.92
C: 2.39 1.30 -4.03
H: 2.73 1.44 -5.07
H: 3.13 1.61 -3.28
H: 1.48 1.87 -3.85
P: 2.31 2.84 1.98
C: 3.65 2.79 3.18
H: 3.60 3.59 3.91
H: 4.59 2.86 2.62
H: 3.67 1.82 3.67
C: 1.87 4.55 1.61
H: 2.00 5.21 2.47
H: 0.83 4.59 1.26
H: 2.46 4.88 0.75
C: 0.80 2.34 2.83
H: 0.79 2.74 3.86
H: 0.70 1.24 2.81
H: -0.07 2.80 2.32
Pb: -1.64 1.09 -0.51
C: -0.04 -1.79 -0.50
O: 0.98 -2.18 -0.88
C: 1.97 1.24 0.48
O: 2.48 0.53 -0.32
C: -2.02 3.37 -1.38
C: -2.83 3.27 -0.24
C: -3.82 2.26 -0.17
C: -3.99 1.34 -1.23
C: -3.17 1.44 -2.38
C: -2.18 2.46 -2.46
H: -1.34 4.21 -1.52
H: -2.71 3.99 0.58
H: -4.46 2.17 0.72
H: -4.76 0.57 -1.22
H: -3.36 0.84 -3.27
H: -1.67 2.64 -3.40
N: 1.19 -1.66 5.14
N: 1.16 -1.93 3.81
N: 2.20 -2.66 3.32
C: 2.24 -2.17 2.08
N: 1.30 -1.25 1.81
N: 0.62 -1.05 2.95
H: 0.28 -1.33 5.45
H: 1.65 -2.42 5.61
H: 3.02 -2.42 1.39

---

Number 1: E_tot -971.410339 a.u.. Number 2: E_tot -1037.487830 a.u.. Number 3: E_tot -310.978622 a.u.. Number 4: E_tot -2346.859399 a.u..